The following is a DFT calculation (ωB97M-V/def2-TZVPD) of the molecule C17H26N2O2.

Each line ends with the Mulliken charge.
Element x y z (Å)
O  -0.930  2.506  1.583  -0.660
O  3.371  1.480  1.014  -0.411
N  -2.484  0.019  -0.824  0.363
N  -0.133  1.384  -0.197  0.495
C  6.011  -0.968  0.754  -0.414
C  5.180  0.026  1.224  -0.486
C  5.795  -1.529  -0.496  -0.497
C  -1.365  -0.127  -1.719  -1.055
C  -3.125  1.310  -0.866  -0.708
C  -3.491  -1.989  2.235  -1.625
C  -0.278  0.967  -1.573  -0.658
C  2.202  1.934  0.378  -0.738
C  4.739  -1.078  -1.266  -0.765
C  -2.274  2.527  -0.405  -0.858
C  -1.067  2.145  0.430  0.741
C  4.110  0.482  0.451  0.647
C  3.897  -0.080  -0.802  -0.177
C  -2.366  -0.566  0.502  -1.255
C  -3.611  -2.637  -0.192  -1.542
C  1.028  0.953  0.548  -0.913
C  -3.567  -1.478  0.800  0.864
H  -3.480  -1.160  2.939  0.399
H  -4.347  -2.621  2.460  0.440
H  6.834  -1.309  1.364  0.366
H  -2.303  0.202  1.281  0.320
H  0.679  0.581  -1.926  0.300
H  1.951  2.875  0.875  0.280
H  -0.925  -1.111  -1.544  0.418
H  0.758  0.916  1.606  0.431
H  -2.585  -2.575  2.382  0.349
H  -4.499  -3.243  -0.033  0.443
H  3.089  0.251  -1.436  0.317
H  5.334  0.475  2.193  0.420
H  -2.885  3.190  0.208  0.374
H  -1.740  -0.106  -2.749  0.391
H  2.381  2.141  -0.686  0.390
H  -0.533  1.831  -2.194  0.336
H  -1.927  3.100  -1.267  0.308
H  -4.012  1.242  -0.235  0.279
H  1.322  -0.048  0.221  0.574
H  -3.626  -2.253  -1.208  0.361
H  -1.453  -1.165  0.558  0.517
H  -3.461  1.479  -1.894  0.386
H  -4.482  -0.889  0.683  0.212
H  4.562  -1.504  -2.243  0.365
H  -2.736  -3.272  -0.071  0.296
H  6.444  -2.308  -0.865  0.382

SMILES ... CC(C)CN1CCC(=O)N(CCOc2ccccc2)CC1
Gap between HOMO and LUMO ... 9.0 eV
Energy above the lowest of the compared OMol25 structures with the same formula, charge and spin ... 19.1 kcal/mol
Lowest unoccupied orbital energy ... 0.648 eV
E_tot ... -923.3668 a.u.